{
  "formula": "C19H33Cl12F2NO8",
  "method": "ωB97M-V/def2-TZVPD",
  "species": ["Cl", "Cl", "Cl", "Cl", "Cl", "Cl", "Cl", "Cl", "Cl", "Cl", "Cl", "Cl", "F", "F", "O", "O", "O", "O", "O", "O", "O", "O", "N", "C", "C", "C", "C", "C", "C", "C", "C", "C", "C", "C", "C", "C", "C", "C", "C", "C", "C", "C", "H", "H", "H", "H", "H", "H", "H", "H", "H", "H", "H", "H", "H", "H", "H", "H", "H", "H", "H", "H", "H", "H", "H", "H", "H", "H", "H", "H", "H", "H", "H", "H", "H"],
  "xyz": [[-0.9649, -3.0673, -7.0250], [1.3983, -8.1255, -8.5049], [-6.7522, -3.7484, -1.9707], [-8.5499, -7.3532, -5.1083], [4.0593, -2.8312, -0.3339], [2.6392, -5.1506, 2.4552], [-5.6657, -9.3944, -2.5497], [-3.5528, -1.8777, 0.2329], [-0.4776, -7.9928, 1.2762], [-0.2506, -5.9102, -5.3437], [1.4577, -4.5662, -1.8334], [-2.8097, -3.8645, -4.2781], [-1.8494, -9.2577, -2.0853], [-2.8704, -3.2296, 3.4905], [-3.0153, -5.1340, -0.1681], [-1.2987, -11.2468, -3.9952], [-1.9436, -5.3258, 3.3958], [-0.9500, -9.1180, -4.2018], [-2.0706, -7.2700, 4.4398], [0.7199, -10.5679, -4.4858], [-3.9185, -6.0564, 3.7918], [-3.9990, -6.5364, -1.5473], [-3.0088, -5.8510, -1.1724], [-4.1798, -5.0760, 2.8394], [-0.4145, -10.3027, -4.4245], [1.2005, -6.1081, 2.5700], [-0.5614, -2.5880, -5.3522], [-2.5501, -10.5896, -3.8518], [3.0176, -2.2588, -1.6124], [-2.7667, -4.3397, 2.7879], [-5.1676, -3.4103, -1.1980], [-6.3630, -8.0966, -3.5115], [-1.9054, -2.3759, -4.6272], [-4.9121, -1.9621, -0.9459], [-2.5646, -6.2700, 3.9717], [1.5835, -2.8079, -1.4538], [0.9078, -6.9238, 1.2436], [-1.6738, -6.0073, -1.7943], [-7.8866, -8.0953, -3.4869], [0.4972, -7.9654, -7.0090], [0.8627, -6.5524, -6.5788], [-2.0823, -9.2245, -3.4174], [-4.4790, -5.5094, 1.8851], [-1.6239, -6.0712, -2.8813], [-1.0690, -5.1159, -1.6278], [-0.0106, -3.4197, -4.9130], [-5.2250, -3.9308, -0.2421], [-0.5489, -8.2300, -7.1629], [-2.7956, -8.4424, -3.6775], [1.4550, -6.8528, 3.3241], [1.2972, -2.7367, -0.4046], [-8.3618, -7.6151, -2.6316], [-1.6405, -1.8076, -3.7356], [-2.6031, -1.6391, -5.0252], [-1.1398, -6.7453, -1.1957], [0.8028, -5.8594, -7.4181], [0.3387, -5.5068, 2.8594], [0.7327, -6.2657, 0.3926], [1.7210, -7.5724, 0.9176], [1.8816, -6.4108, -6.2183], [-4.7646, -1.2974, -1.7971], [2.9831, -1.1695, -1.5965], [-5.7478, -1.3881, -0.5458], [0.0449, -1.6840, -5.2953], [-3.1577, -11.0862, -3.0952], [-8.2117, -9.1331, -3.4134], [-2.3603, -4.0738, 1.8121], [-3.1618, -10.6113, -4.7537], [-5.0676, -4.4874, 3.0708], [-6.0840, -7.1389, -3.0720], [3.3584, -2.5151, -2.6155], [1.0081, -2.2299, -2.1770], [0.9585, -8.6109, -6.2617], [-6.0000, -8.1982, -4.5342], [-4.3068, -3.7886, -1.7495]],
  "forces_ev_per_a": [[0.6495, -0.4596, -0.0493], [0.2092, -0.4290, -0.6264], [0.5353, 0.2267, -0.2726], [0.6956, -0.7172, 1.8757], [0.4254, -0.1607, 0.0476], [0.7221, 0.8264, -0.5362], [0.0857, -0.3040, 0.3168], [-0.1232, 0.3122, -0.4439], [-0.8689, -0.2716, 0.4613], [-0.0615, 0.2719, -0.2686], [0.1815, 0.3241, -0.2923], [0.3774, 0.2176, -0.0740], [0.7140, 0.5745, 0.0182], [0.5811, 1.3675, 1.3895], [-0.1054, -0.9144, -1.4005], [-0.7071, -0.1513, -1.4756], [2.8287, 3.8278, -1.6451], [0.7558, 3.3902, -0.5567], [-0.9029, 1.8846, -0.2129], [2.3296, 0.4326, -2.0413], [-0.1106, -1.4759, 1.2684], [2.6190, 1.8351, 0.3343], [-1.7555, -1.0256, 0.9741], [1.0220, 0.5204, -1.1277], [-0.7020, -2.9217, 3.9272], [-0.9152, -2.2642, -0.7382], [-1.6010, -0.2376, 0.4047], [-0.9819, -0.7981, 0.8253], [-1.0858, -0.2459, -0.4988], [-2.2130, -1.7126, -1.0376], [-0.1901, -0.3044, 0.3635], [-0.6970, 1.4122, -0.2231], [0.7634, 1.2008, 0.7880], [-0.7793, 1.5525, 0.3292], [-2.4024, -4.0415, 0.7884], [1.2468, 0.4197, 0.1083], [0.9780, 1.1277, -0.1925], [1.1340, 0.9104, -0.0190], [-0.6164, -0.8713, -1.0153], [0.9983, 0.0957, 0.6681], [-0.7167, -0.0443, -0.2053], [-2.4808, -0.9408, -0.8524], [0.5890, -0.4196, -0.1918], [-0.7655, -0.9321, 0.2103], [-0.6280, 0.3075, 0.4523], [-0.0079, 0.3212, 0.0228], [0.1570, 0.0416, -0.1819], [0.0725, 0.4940, 0.0973], [0.2782, 0.2952, 0.3370], [-0.5666, 0.1168, 0.1840], [-0.4065, 0.2985, -0.3115], [0.3055, 0.5358, -0.3375], [0.0175, -0.7797, 0.7962], [0.1275, -0.4421, -1.0526], [-0.3189, -0.6069, -0.4366], [-0.3738, 0.3311, -0.1582], [0.2331, -0.1436, -0.0210], [0.0688, 0.3600, 0.2451], [0.3373, 0.2738, 0.5383], [0.0237, -0.2649, 0.3246], [0.9745, -0.6423, -0.4655], [-0.1120, -0.0045, 0.3021], [-0.2163, -0.7005, 0.8258], [-0.1397, 0.0485, -0.4754], [0.3541, 0.0180, 0.1446], [-0.2977, 0.0580, -0.6035], [-0.0114, -0.3993, 0.0996], [0.3105, 0.2437, -0.3138], [0.5656, 0.5038, 0.7608], [0.6420, -0.1363, -0.1854], [0.4476, -0.2840, 0.1972], [-0.5792, -0.2910, 0.3505], [-0.2838, -0.4150, -0.1274], [-0.0590, 0.0649, 0.1750], [-0.5740, -0.2896, -0.2852]],
  "gap_ev": [9.33, 1.87],
  "spin_multiplicity": 2,
  "s_squared": 0.754,
  "total_charge": 1
}



{
  "formula": "C19H33Cl2N2NiO4",
  "method": "ωB97M-V/def2-TZVPD",
  "species": ["Ni", "Cl", "Cl", "O", "O", "O", "O", "N", "N", "C", "C", "C", "C", "C", "C", "C", "C", "C", "C", "C", "C", "C", "C", "C", "C", "C", "C", "C", "H", "H", "H", "H", "H", "H", "H", "H", "H", "H", "H", "H", "H", "H", "H", "H", "H", "H", "H", "H", "H", "H", "H", "H", "H", "H", "H", "H", "H", "H", "H", "H", "H"],
  "xyz": [[-0.1240, 0.3908, 1.2139], [0.7988, 2.4739, 1.3989], [-2.2162, 0.6893, 2.2665], [-0.4100, -1.9342, 1.0653], [0.3057, 0.0555, 3.2577], [0.2044, 0.2152, -0.7611], [2.3789, -0.7025, 1.2394], [0.0180, -3.9826, 0.1598], [3.4002, 0.9665, 0.0371], [-0.9861, -4.6423, 0.9826], [-2.7032, -0.9612, -0.8540], [-2.8105, 1.5358, -0.8920], [-0.4195, 1.7856, -2.4489], [2.8094, -0.2392, 0.1828], [-0.0958, -1.1294, 5.3482], [-1.0253, 2.0341, -3.6835], [3.8791, 1.7191, 1.1809], [-0.8127, 3.2411, -4.3430], [-0.0962, -1.1891, 3.8325], [-4.1287, 1.6300, -0.2034], [0.2424, -2.6606, 0.2804], [3.6154, 1.5217, -1.2854], [0.4075, 2.7508, -1.8844], [0.8189, -4.8299, -0.7107], [-2.1683, 0.4002, -1.1850], [0.6651, 3.9461, -2.5520], [0.0422, 4.2026, -3.7769], [-0.7209, 0.4597, -1.7265], [1.3386, 4.6709, -2.0871], [1.0342, -2.2758, -0.3859], [-1.6902, 1.2710, -4.0973], [4.6814, 1.4672, -1.5567], [-1.6431, -3.8933, 1.4315], [3.2940, 2.5710, -1.3244], [0.8219, 2.5714, -0.8874], [0.2244, 5.1428, -4.2952], [4.9647, 1.8694, 1.0952], [3.3808, 2.6955, 1.2076], [2.7291, -0.7843, -0.7844], [-4.5280, 0.6544, 0.0911], [-3.8037, -0.9497, -0.8339], [-2.3618, -1.2768, 0.1472], [-2.3407, -1.7106, -1.5752], [1.3433, -5.5990, -0.1239], [-1.5640, -5.3280, 0.3513], [1.5497, -4.2065, -1.2362], [-0.8946, -0.4553, 5.6850], [-0.6884, -0.3284, -2.5060], [-4.0095, 2.2350, 0.7012], [0.8648, -0.7798, 5.7426], [0.5589, -1.9735, 3.4391], [-1.1252, -1.3928, 3.4894], [0.1690, -5.3330, -1.4419], [-0.5058, -5.2322, 1.7767], [-2.3356, 2.4951, -1.1126], [-0.5392, 0.6066, 3.2985], [3.0326, 0.9331, -2.0038], [3.6348, 1.1647, 2.0897], [-1.3070, 3.4333, -5.2964], [-0.2969, -2.1361, 5.7189], [-4.8572, 2.1270, -0.8564]],
  "forces_ev_per_a": [[0.6431, -0.6158, -1.0123], [-0.1492, 0.3493, 0.4683], [-0.5258, 0.0907, -0.1187], [1.2636, -1.2548, -1.2796], [-0.6013, 0.2124, 0.4549], [0.1703, -0.5382, 1.1410], [0.5908, 0.0165, -0.6550], [-0.0481, -0.2861, 0.0825], [0.2155, -0.4002, -0.0108], [0.1137, -0.0563, -0.0960], [-0.0956, -0.1687, 0.2794], [0.1621, -0.3900, -0.1293], [-0.4852, -0.2483, -0.2295], [-0.4534, 0.2954, 0.1762], [0.0307, 0.1006, -0.1263], [0.1314, 0.1930, 0.0650], [-0.1597, 0.2233, -0.0865], [0.2278, 0.1216, 0.1612], [-0.3288, -0.0821, -0.2086], [-0.2773, 0.1347, -0.0057], [-0.9847, 1.4197, 1.1689], [0.2112, -0.3368, 0.0468], [0.1496, -0.1558, 0.1765], [-0.2076, 0.2184, 0.1577], [0.4338, 0.9232, -0.1159], [-0.3118, -0.0757, -0.2565], [0.0160, -0.1863, -0.0219], [-0.5003, 0.4537, -0.2760], [-0.2605, -0.0860, -0.2153], [-0.3307, 0.1111, 0.2845], [0.1560, 0.2478, 0.0213], [-0.1254, 0.1117, -0.0072], [0.1832, -0.1165, -0.1360], [-0.0603, -0.3243, 0.0432], [-0.1286, -0.0322, -0.5189], [-0.0529, -0.1482, 0.0535], [-0.0648, -0.1168, 0.0094], [0.1159, -0.2625, 0.1331], [-0.1420, 0.2236, 0.3169], [0.0757, 0.2738, 0.0119], [0.3755, -0.2131, -0.1490], [-0.1599, 0.1259, -0.3936], [-0.1714, 0.1516, 0.0930], [-0.0549, 0.1913, -0.1486], [0.0011, 0.1302, 0.1204], [-0.1257, -0.1976, 0.0737], [0.2209, -0.1337, 0.0439], [0.1269, -0.0397, -0.2025], [-0.1294, -0.1087, -0.0721], [-0.1472, -0.0660, -0.0667], [0.0063, 0.2366, 0.1180], [0.3865, -0.1641, 0.0444], [0.2082, 0.1100, 0.1066], [-0.0941, 0.1298, -0.1037], [-0.0494, -0.2878, -0.0123], [0.8600, -0.2405, 0.3513], [0.0739, 0.3130, 0.1009], [0.0053, 0.1731, -0.1649], [0.1455, 0.0190, 0.1997], [-0.0297, 0.0177, 0.2209], [-0.0448, 0.0143, 0.0947]],
  "gap_ev": [7.28, 7.32],
  "spin_multiplicity": 3,
  "s_squared": 2.004,
  "e_above_lowest_kcal_mol": 0.0,
  "total_charge": -1
}



{
  "formula": "C19H33Cl2N2O4PdS",
  "method": "ωB97M-V/def2-TZVPD",
  "species": ["Pd", "Cl", "Cl", "S", "O", "O", "O", "O", "N", "N", "C", "C", "C", "C", "C", "C", "C", "C", "C", "C", "C", "C", "C", "C", "C", "C", "C", "C", "C", "H", "H", "H", "H", "H", "H", "H", "H", "H", "H", "H", "H", "H", "H", "H", "H", "H", "H", "H", "H", "H", "H", "H", "H", "H", "H", "H", "H", "H", "H", "H", "H", "H"],
  "xyz": [[0.2884, 0.3861, -0.9647], [-0.2962, -1.9366, -1.0739], [0.8265, 2.2553, 0.2846], [-3.1759, -1.6951, -0.1647], [2.0712, -0.2906, -0.4580], [-3.2355, 1.3751, 1.8414], [-1.4753, 1.1245, -1.8153], [-3.6934, -1.6948, -1.5672], [-0.9364, 0.0597, -3.8061], [-2.7049, 3.5687, 1.4847], [2.7977, -0.3004, 0.5901], [4.2561, -0.5126, 0.2180], [0.5125, 0.1379, -3.6573], [-0.6892, -0.9940, 3.0728], [5.3750, 0.2448, 0.6823], [0.4531, -0.6863, 2.1269], [-1.7340, 4.5185, 0.9569], [2.3997, -2.4108, 2.3799], [1.7298, -1.1160, 2.1435], [5.5515, -1.0632, -1.7600], [-1.3958, -1.0635, -4.6148], [-4.4175, -1.0574, 0.9197], [-3.7603, 4.1117, 2.3512], [-3.0529, -3.3806, 0.4972], [-2.4734, 2.2479, 1.4042], [4.4311, -1.2728, -0.9463], [6.6414, -0.2890, -1.3350], [6.5416, 0.3355, -0.0919], [-1.7841, 0.5562, -2.9052], [-3.4258, -3.3346, 1.5229], [0.9013, -0.8875, -3.6697], [7.5486, -0.2093, -1.9411], [0.0846, -0.0236, 1.2997], [5.5655, -1.5543, -2.7347], [-4.3261, 4.8789, 1.8175], [-4.6170, -1.7880, 1.7047], [-1.5086, 1.9775, 0.9497], [-3.6243, -4.0822, -0.1174], [-0.3182, -1.4775, 4.0075], [-1.2338, 5.0444, 1.7811], [3.6124, -1.9261, -1.2272], [7.4078, 0.9169, 0.2481], [5.2793, 0.7785, 1.6434], [-5.3099, -0.8553, 0.3269], [-4.4286, 3.3182, 2.6782], [-2.8372, 0.3919, -3.1541], [-0.9787, 3.9808, 0.3792], [2.5670, 0.2432, 1.5637], [0.7834, 0.6762, -2.7196], [1.8586, -2.9752, 3.1373], [3.4196, -2.2677, 2.7359], [-2.4500, -0.9355, -4.8703], [-1.4881, -1.6647, 2.6863], [-1.2832, -0.0923, 3.3243], [-3.3178, 4.5933, 3.2287], [-2.2262, 5.2778, 0.3357], [-1.2592, -1.9897, -4.0305], [0.9073, 0.7140, -4.5054], [2.4440, -3.0903, 1.5022], [-4.0206, -0.1295, 1.3679], [-0.7990, -1.0937, -5.5298], [-1.9784, -3.5727, 0.4661]],
  "forces_ev_per_a": [[-1.1100, -0.2165, 0.9235], [-0.0348, -1.3746, -0.4956], [0.4792, 1.8460, 0.8399], [1.2674, 0.6462, -0.1157], [2.5636, -0.7143, 2.1088], [0.5544, 1.2491, 0.2294], [-1.6000, -0.3203, -2.7412], [-0.5031, -0.3388, -0.0318], [0.0818, -0.2251, -0.0382], [-0.3498, 0.6698, 0.4197], [-0.3991, 0.8351, -0.1418], [0.9172, -0.0828, 0.1755], [-0.1003, 0.1483, -0.6435], [-0.1585, -0.7770, 0.9975], [-1.0472, -0.3316, 0.0082], [0.4310, -0.0567, -0.5008], [-0.0463, 0.0253, 0.1964], [0.4364, -0.2649, 0.6345], [-2.2384, -1.0158, -1.4837], [0.0392, -0.7048, 0.1592], [0.0317, 0.0574, 0.1020], [-0.8239, 0.1490, 0.5183], [0.3853, -0.1553, -0.4718], [-0.0246, 0.2482, -0.1725], [-0.2376, -1.0073, 0.2947], [0.5657, 0.7052, -0.1801], [-0.8074, -0.2416, 0.2003], [0.2575, 0.0002, 0.2388], [0.1727, 0.6878, 2.1968], [0.1753, -0.3078, -0.1403], [0.1449, 0.3436, 0.2307], [-0.4116, 0.1035, 0.1779], [0.9307, -0.0930, 0.7166], [0.1765, 0.0308, 0.2657], [-0.0352, -0.0879, -0.0714], [-0.3005, 0.1662, -0.0106], [-0.2012, 0.2043, -0.2323], [0.0764, 0.0958, 0.0959], [-0.2997, 0.4216, -0.5005], [0.0048, -0.0699, -0.0770], [0.0942, 0.2030, -0.3451], [-0.4973, -0.1690, 0.0921], [0.1289, -0.1283, -0.6673], [-0.0998, -0.0488, 0.0811], [0.1080, -0.0446, -0.1277], [0.0080, 0.0288, 0.0763], [-0.0899, 0.0971, 0.0618], [0.4213, 0.7603, -1.4495], [0.1840, -0.1595, -0.8995], [-0.1193, -0.0952, 0.3363], [0.1368, -0.1244, 0.0436], [0.0933, -0.0729, 0.0581], [0.7904, 0.1825, -0.3651], [0.6943, -0.2012, -0.0886], [0.0839, -0.0653, 0.0151], [-0.0263, -0.2128, 0.0193], [-0.0750, 0.2197, -0.2780], [0.0536, -0.1869, 0.0313], [-0.2104, 0.8003, 0.1452], [-0.3571, -0.6497, -0.4116], [-0.1214, -0.0763, 0.0292], [-0.1629, -0.3044, -0.0383]],
  "gap_ev": [5.72, 6.36],
  "spin_multiplicity": 3,
  "s_squared": 2.026,
  "e_above_lowest_kcal_mol": 72.2,
  "total_charge": -1
}